Record 1
This record from the Open Molecules 2025 dataset describes C5H6 in the gas phase in a non-equilibrium geometry. The level of theory is wB97M-V/def2-TZVPD.

Each line ends with the Mulliken charge.
Positions of all 11 atoms, in Å:
C -0.5814 -0.8997 0.0060  -0.061
C 0.9260 -0.8441 -0.3037  -0.620
C 1.2478 0.5155 0.0535  -0.217
C 0.0217 1.2057 -0.0682  -0.191
C -1.0763 0.4576 0.0000  -0.796
H -1.4353 -1.3355 -0.7569  0.192
H -0.6887 -1.6522 0.9441  0.221
H 1.7163 -1.6063 0.1666  0.230
H 2.1261 1.1548 0.2403  0.345
H -0.2740 2.2566 -0.3460  0.276
H -1.9821 0.7475 0.0643  0.622

Forces on atoms 1 to 2 (eV/Å):
C -2.198 -4.630 -0.617
C 2.391 1.529 4.421

The value obtained for the orbital gap is 0.3442 hartree. The value obtained for the highest occupied orbital energy is -8.63 eV. The relative energy (zero: lowest compared OMol25 entry of this formula, charge and spin) is 62.6 kcal per mole.

=====

Record 2
This record from the Open Molecules 2025 dataset describes a molecular structure, C5H6AuO4 in a non-equilibrium geometry. The level of theory is wB97M-V/def2-TZVPD.

Each line ends with the Löwdin spin population.
Positions of all 16 atoms, in Å:
O 0.7027 -0.5624 -0.4992  0.075
O 1.5495 -0.4728 1.5114  0.051
C 1.3692 -0.7647 2.8628  -0.002
C 2.4166 -1.0752 3.6090  0.014
C 0.5275 -0.4286 0.7059  0.078
H 0.3305 -0.7870 3.1970  0.000
H -0.4730 -0.4585 1.1674  0.003
H 2.2530 -1.3582 4.6472  0.001
H 3.4126 -1.1947 3.1834  0.001
Au -0.0389 -0.2440 -1.9067  0.507
O -0.2654 1.2412 -2.8683  0.293
O -1.6716 -0.4339 -2.6082  0.291
C -1.5322 0.8388 -2.9810  0.110
C -2.5866 1.6920 -3.1967  0.531
H -3.5939 1.2905 -3.3079  0.024
H -2.4001 2.7174 -3.5160  0.024

Forces on atoms 1 to 2 (eV/Å):
O 9.666 -4.196 15.832
O -0.108 0.196 -1.106

The value obtained for the orbital gap (spin up / spin down) is 0.3176 / 0.2734 hartree. As for the total charge: +1. The value obtained for the highest occupied orbital energy (spin up / spin down) is -12.59 / -13.74 eV. The multiplicity is 3. The expectation value of S² is 2.02.

=====

Record 3
This record from the Open Molecules 2025 dataset describes a molecular structure, C5H6BeO4 in a non-equilibrium geometry. The level of theory is wB97M-V/def2-TZVPD.

Each line ends with the Mulliken charge.
Positions of all 16 atoms, in Å:
C 1.9108 0.6036 -0.0168  -0.983
C 0.9057 1.0324 0.7367  0.375
O -0.4120 0.9079 0.2501  0.210
C -1.3818 1.7537 0.6681  0.657
O -1.2866 2.7093 1.3518  -0.293
O -2.4638 1.2875 0.0068  -0.200
Be -1.3399 -0.0664 -0.6338  -0.322
H 2.8977 0.5579 0.4409  0.298
H 1.7618 0.0423 -0.9394  0.362
H 0.9759 1.6085 1.6563  0.419
H 1.6594 -2.4227 -0.1726  0.357
H -3.2504 1.8543 0.0388  0.435
C 0.7346 -2.8273 -0.6491  -0.622
C -0.1833 -1.9927 -1.0219  0.855
O -1.0165 -1.1632 -1.1713  0.120
H 0.4882 -3.8853 -0.5447  0.332

Forces on atoms 1 to 2 (eV/Å):
C -0.763 -0.873 0.975
C 2.380 0.389 -0.128

The value obtained for the orbital gap is 0.3370 hartree. As for the total charge: +2. The value obtained for the highest occupied orbital energy is -19.10 eV. The relative energy (zero: lowest compared OMol25 entry of this formula, charge and spin) is 0.0 kcal per mole.

=====

Record 4
This record from the Open Molecules 2025 dataset describes C5H6Br2 in the gas phase in a non-equilibrium geometry. The level of theory is wB97M-V/def2-TZVPD.

Each line ends with the Mulliken charge.
Positions of all 13 atoms, in Å:
C 0.3634 0.3515 -0.0708  -0.201
C -1.1015 0.2077 -0.0980  -0.325
C 1.0343 -1.0016 0.2814  -0.422
C -1.7694 0.4267 -1.2369  -0.520
C 1.3004 0.1420 1.1333  -0.258
Br -3.6576 0.0890 -1.1801  -0.209
Br 3.0229 1.0796 1.1212  -0.172
H 0.7549 0.9288 -0.8758  0.414
H -1.7050 -0.1427 0.7598  0.312
H 0.5858 -1.9909 0.6074  0.257
H 1.8299 -1.1296 -0.4264  0.270
H -1.5445 0.7834 -2.1435  0.488
H 0.8864 0.2559 2.1285  0.367

Forces on atoms 1 to 2 (eV/Å):
C -0.186 -1.713 1.431
C -0.700 0.836 -0.489

The value obtained for the orbital gap is 0.3558 hartree. The value obtained for the highest occupied orbital energy is -8.91 eV. The relative energy (zero: lowest compared OMol25 entry of this formula, charge and spin) is 29.3 kcal per mole.

=====

Record 5
This record from the Open Molecules 2025 dataset describes C5H6Br2 in the gas phase in a non-equilibrium geometry. The level of theory is wB97M-V/def2-TZVPD.

Each line ends with the Löwdin spin population.
Positions of all 13 atoms, in Å:
C 0.6902 0.0230 -0.2460  0.712
C -0.0653 -0.5747 0.9684  0.084
C -0.6049 0.7955 -0.6376  0.082
C 1.9074 0.0846 -0.7955  0.752
C -1.4151 0.0729 0.5120  -0.001
Br 3.2540 -0.8687 -0.0072  0.239
Br -2.7419 -1.2780 -0.1664  0.004
H 0.4798 -0.1769 1.7689  0.029
H 0.0648 -1.5865 1.0354  0.020
H -0.4185 1.7781 -0.4376  0.019
H -1.0925 0.4341 -1.6441  0.032
H 1.9836 0.7938 -1.6773  0.030
H -2.0415 0.5028 1.3271  0.000

Forces on atoms 1 to 2 (eV/Å):
C -10.827 -0.474 3.537
C 1.089 1.908 -2.632

The value obtained for the orbital gap (spin up / spin down) is 0.2202 / 0.2911 hartree. The value obtained for the highest occupied orbital energy (spin up / spin down) is -5.25 / -10.14 eV. The relative energy (zero: lowest compared OMol25 entry of this formula, charge and spin) is 35.8 kcal per mole. The multiplicity is 3. The expectation value of S² is 2.01.

=====

Record 6
This record from the Open Molecules 2025 dataset describes C5H6BrClO2 in the gas phase in a non-equilibrium geometry. The level of theory is wB97M-V/def2-TZVPD.

Each line ends with the Mulliken charge.
Positions of all 15 atoms, in Å:
C -0.0348 -1.2134 0.8811  -0.566
C -0.6766 -0.6644 -0.3521  -0.440
C 2.0085 -1.0307 -0.2566  -0.035
C -0.4762 1.7458 0.3153  -0.929
C -0.8887 0.6307 -0.5934  0.978
O 1.3503 -1.5547 0.7478  -0.136
O -1.4893 1.1025 -1.7111  -0.507
Cl 3.6266 -1.5620 -0.1588  -0.119
Br 1.4829 1.9304 0.3829  -0.105
H -0.5255 -2.1464 1.1741  0.311
H -0.0966 -0.5117 1.7189  0.226
H -0.9665 -1.3967 -1.0939  0.238
H -0.8581 2.6918 -0.0634  0.400
H -0.7898 1.5915 1.3454  0.364
H -1.6663 0.3872 -2.3361  0.319

Forces on atoms 1 to 2 (eV/Å):
C -0.908 0.460 -0.045
C -0.054 -0.008 0.135

The value obtained for the orbital gap is 0.3345 hartree. The value obtained for the highest occupied orbital energy is -8.55 eV. The relative energy (zero: lowest compared OMol25 entry of this formula, charge and spin) is 15.0 kcal per mole.

=====

Record 7
This record from the Open Molecules 2025 dataset describes 2 unconnected molecules or ions with the total composition C5H6BrF in a non-equilibrium geometry. The level of theory is wB97M-V/def2-TZVPD.

Each line ends with the Mulliken charge.
Positions of all 13 atoms, in Å:
C 1.0819 -0.2455 0.5359  -0.504
C -0.3391 -0.7017 0.8864  -0.689
C -0.5472 0.6636 -1.5213  -0.694
C 0.0009 -0.2314 -0.4879  0.531
C -0.3335 -0.7965 -1.8334  0.288
F 1.3168 -0.6393 -2.7454  -0.510
Br -1.4511 -1.9599 -2.6685  -0.019
H 1.3060 0.6927 1.1427  0.217
H 1.9007 -0.9378 0.6288  0.278
H -0.3954 -1.7190 1.1942  0.258
H -0.6970 -0.1332 1.7481  0.260
H -1.5817 0.9216 -1.4623  0.258
H 0.0686 1.2111 -2.1285  0.325

Forces on atoms 1 to 2 (eV/Å):
C -0.062 1.100 1.468
C 1.003 0.451 1.469

The value obtained for the orbital gap is 0.3779 hartree. The value obtained for the highest occupied orbital energy is -10.21 eV. The relative energy (zero: lowest compared OMol25 entry of this formula, charge and spin) is 67.7 kcal per mole.

=====

Record 8
This record from the Open Molecules 2025 dataset describes C5H6BrN3O2 in the gas phase in a non-equilibrium geometry. The level of theory is wB97M-V/def2-TZVPD.

Each line ends with the Mulliken charge.
Positions of all 17 atoms, in Å:
C -1.1341 -1.2365 -0.2994  -0.264
C 0.1574 -1.1312 -0.6246  -0.949
C -0.8024 0.4922 1.4491  0.013
C -1.8807 -0.2526 0.5208  -0.543
C 1.0239 0.0100 -0.1955  1.203
N 0.3532 0.7502 1.1169  -0.701
N 2.3167 -0.2863 0.1955  -0.662
N 0.9551 1.1173 -1.2517  0.978
O 1.9452 1.7442 -1.4459  -0.660
O -0.1039 1.2913 -1.6971  -0.508
Br -2.7171 1.2717 -0.5267  -0.110
H -1.6731 -2.0153 -0.8247  0.349
H 0.5235 -2.0659 -1.1133  0.297
H -1.2731 0.8500 2.3525  0.396
H -2.7333 -0.5555 1.0449  0.520
H 2.1444 -0.5842 1.1733  0.339
H 2.8984 0.6007 0.1259  0.302

Forces on atoms 1 to 2 (eV/Å):
C -0.485 0.553 -0.911
C -0.325 -1.324 0.308

The value obtained for the orbital gap is 0.3450 hartree. The value obtained for the highest occupied orbital energy is -9.71 eV. The relative energy (zero: lowest compared OMol25 entry of this formula, charge and spin) is 106.3 kcal per mole.

=====

Record 9
This record from the Open Molecules 2025 dataset describes C5H6BrNO2S in the gas phase in a non-equilibrium geometry. The level of theory is wB97M-V/def2-TZVPD.

Each line ends with the Mulliken charge.
Positions of all 16 atoms, in Å:
C -0.1487 -2.3724 -0.8665  -0.542
C 1.2527 -2.0155 -0.8442  -0.237
C -0.8627 -1.2326 -0.7481  -0.452
C 1.2872 -0.6710 -0.7121  -0.180
C -0.0289 2.2064 0.9260  -0.850
N -0.0115 -0.1474 -0.7328  0.083
O 0.5417 2.2239 -1.7047  -0.574
O -1.7277 1.6569 -0.9838  -0.641
S -0.3232 1.5293 -0.7443  1.076
Br 2.7965 0.3335 -0.2306  -0.116
H -0.4396 -3.3565 -0.8809  0.480
H 2.0017 -2.7554 -0.8940  0.466
H -1.8766 -1.1919 -0.7111  0.500
H -0.4098 1.4376 1.5950  0.287
H 1.1234 2.3885 0.8861  0.344
H -0.7159 3.1063 0.8235  0.356

Forces on atoms 1 to 2 (eV/Å):
C 2.026 2.122 0.250
C -1.852 0.216 0.022

The value obtained for the orbital gap is 0.3481 hartree. The value obtained for the highest occupied orbital energy is -8.92 eV. The relative energy (zero: lowest compared OMol25 entry of this formula, charge and spin) is 14.2 kcal per mole.

=====

Record 10
This record from the Open Molecules 2025 dataset describes a molecular structure, C5H6BrNO3 in a non-equilibrium geometry. The level of theory is wB97M-V/def2-TZVPD.

Each line ends with the Mulliken charge.
Positions of all 16 atoms, in Å:
O 2.3483 3.2517 0.3162  -0.416
C 2.7939 2.4988 1.2071  0.637
O 3.0841 2.9399 2.5477  -0.411
O 3.0140 1.0773 0.9914  -0.304
Br 1.6111 0.3032 1.9356  0.093
H 4.0612 2.8710 2.7055  0.347
N -1.2580 -2.2778 -0.5834  -0.014
C -0.8226 -1.0278 -0.2308  0.071
C -1.5868 -0.1071 -0.9055  -0.243
C -2.5214 -0.8277 -1.6896  -0.466
C -2.2968 -2.1647 -1.4686  -0.472
H -0.8745 -3.1450 -0.2441  0.193
H -0.0076 -0.9013 0.4668  -0.155
H -1.4850 0.9664 -0.8407  0.392
H -3.2755 -0.4141 -2.3430  0.386
H -2.7843 -3.0429 -1.8646  0.363

Forces on atoms 1 to 2 (eV/Å):
O 2.093 -3.533 4.055
C -0.923 2.366 -1.824

The value obtained for the orbital gap is 0.2499 hartree. The value obtained for the highest occupied orbital energy is -8.24 eV. The relative energy (zero: lowest compared OMol25 entry of this formula, charge and spin) is 0.0 kcal per mole.